Below is a 4-piece molecular cluster, C2H10O4 overall at a distorted geometry, with properties calculated with ωB97M-V/def2-TZVPD.

CARTESIAN COORDINATES (ANGSTROEM)
O 1.324 -2.200 -0.840
O -0.713 2.044 1.352
O -0.243 1.931 -1.331
O -0.330 -0.649 -2.200
C -0.226 -0.266 1.785
C -0.642 1.123 2.128
H 0.839 -0.268 2.071
H -0.371 0.320 -1.991
H 0.516 1.444 -1.032
H -0.930 1.308 3.177
H -0.361 -0.596 0.765
H -0.759 1.876 -0.490
H 0.510 -2.124 -1.368
H -0.620 -0.946 2.543
H 0.087 -0.518 -3.055
H 1.920 -2.476 -1.515

Cartesian forces, eV/Å:
-0.816 -0.228 0.389
-0.089 0.076 -0.093
-0.879 -0.193 0.453
-0.156 1.270 -0.597
0.690 0.116 1.346
-0.640 -0.059 -0.185
0.056 -0.100 -0.501
-0.672 -0.611 0.499
1.170 -0.007 0.123
0.249 -0.076 0.148
-0.004 0.065 -0.148
0.170 0.540 -0.553
0.062 0.482 0.538
-0.402 -0.153 -0.369
0.112 -0.723 -0.516
1.148 -0.399 -0.535

Summary:
gap between HOMO and LUMO: 11.26 eV
structure (SMILES): CC=O.O.O.O
largest force on an atom: 1.5 eV/Å
M: 98.1 g mol⁻¹
HOMO: -10.521 eV